DFT (ωB97M-V/def2-TZVPD) results for C6H12N2O in the gas phase at a distorted geometry.

Output
- relative energy (zero: lowest compared OMol25 entry of this formula, charge and spin) (kJ/mol) = 269.1
- lowest unoccupied orbital energy (eV) = 0.887
- structure (SMILES) = [H]/N=C/C(/C=N/[H])C(C)(C)O
- E_HOMO (eV) = -9.4
- Kohn-Sham gap (Ha) = 0.3768

```
21
C6H12N2O | OMol25 | ωB97M-V/def2-TZVPD
H -1.231 -3.220 -0.415
N -0.837 -2.258 -0.445
C -1.022 -1.498 0.500
C -0.632 0.181 0.471
C -1.722 0.781 -0.370
N -2.452 1.681 0.177
H -3.187 2.138 -0.343
C 0.831 0.135 -0.215
C 1.841 -0.683 0.516
C 1.299 1.653 -0.158
O 0.639 -0.263 -1.511
H -1.381 -1.876 1.484
H -0.831 0.390 1.543
H -1.799 0.487 -1.400
H 1.406 -1.667 0.585
H 2.045 -0.387 1.597
H 2.892 -0.706 -0.090
H 2.209 1.895 -0.842
H 1.432 2.070 0.850
H 0.405 2.189 -0.468
H 0.093 -1.041 -1.467
```

Löwdin population analysis, charges in e, atoms 1 to 6: H 0.099; N 0.082; C -0.159; C -0.148; C -0.226; N 0.102

=====

DFT (ωB97M-V/def2-TZVPD) results for 2 unconnected molecules or ions with the total composition C6H12N2O at a distorted geometry.

Output
- relative energy (zero: lowest compared OMol25 entry of this formula, charge and spin) (kJ/mol) = 919.9
- lowest unoccupied orbital energy (eV) = 0.070
- E_HOMO (eV) = -7.6
- Kohn-Sham gap (Ha) = 0.2820

```
21
C6H12N2O | OMol25 | ωB97M-V/def2-TZVPD
C 0.662 1.694 -0.379
C -0.139 0.419 0.383
C 1.049 -0.072 1.307
C 1.117 -1.037 -0.965
C -0.446 -0.885 -0.639
C -1.467 0.290 -0.478
H 0.258 2.648 -0.022
H 1.738 1.682 -0.730
H 0.070 1.989 -1.278
H 0.620 -1.003 1.801
H 1.546 0.704 1.728
H 2.260 -1.525 0.860
H 1.632 -1.957 -1.140
H 1.571 -0.374 -1.757
H -1.516 -1.702 0.734
H -1.761 1.168 -1.002
H -3.224 -0.434 -0.153
H -2.765 1.178 0.927
N 2.028 -0.620 0.312
N -2.422 -0.127 0.525
O -0.811 -2.036 -0.037
```

Löwdin population analysis, charges in e, atoms 1 to 6: C -0.076; C -0.221; C -0.175; C -0.081; C -0.342; C -0.280

=====

DFT (ωB97M-V/def2-TZVPD) results for C6H12N2O2 in the gas phase at a distorted geometry.

Output
- relative energy (zero: lowest compared OMol25 entry of this formula, charge and spin) (kJ/mol) = 193.9
- lowest unoccupied orbital energy (eV) = 0.778
- structure (SMILES) = NC(=O)C1CN(CCO)C1
- E_HOMO (eV) = -8.8
- Kohn-Sham gap (Ha) = 0.3505

```
22
C6H12N2O2 | OMol25 | ωB97M-V/def2-TZVPD
N 3.313 -0.273 0.011
C 2.184 0.448 -0.112
O 2.328 1.646 -0.404
C 0.983 -0.018 0.668
C -0.349 0.700 0.406
N -1.027 -0.605 0.462
C -2.112 -0.883 -0.450
C -3.394 -0.159 -0.097
O -3.351 1.163 -0.606
C 0.246 -1.302 0.235
H 3.290 -1.245 -0.266
H 4.139 0.403 0.048
H 1.237 -0.036 1.737
H -0.370 1.151 -0.604
H -0.689 1.445 1.136
H -2.317 -1.964 -0.411
H -1.833 -0.642 -1.499
H -3.512 -0.148 1.000
H -4.245 -0.712 -0.529
H -3.866 1.739 -0.036
H 0.398 -2.216 0.827
H 0.420 -1.531 -0.834
```

Löwdin population analysis, charges in e, atoms 1 to 6: N 0.136; C -0.518; O 0.035; C -0.191; C -0.120; N -0.151

=====

DFT (ωB97M-V/def2-TZVPD) results for 2 unconnected molecules or ions with the total composition C6H12N2O2 at a distorted geometry.

Output
- relative energy (zero: lowest compared OMol25 entry of this formula, charge and spin) (kJ/mol) = 384.5
- lowest unoccupied orbital energy (eV) = 0.832
- structure (SMILES) = O=CNC1CC1.C=NOC
- E_HOMO (eV) = -9.8
- Kohn-Sham gap (Ha) = 0.3891

```
22
C6H12N2O2 | OMol25 | ωB97M-V/def2-TZVPD
O 5.462 -1.261 -0.031
C 4.319 -0.886 0.169
N 3.489 -0.312 -0.738
C 2.165 0.018 -0.326
C 1.985 0.749 0.972
C 1.719 1.454 -0.313
H 3.850 -0.965 1.176
H 3.751 -0.234 -1.710
H 1.367 -0.721 -0.559
H 2.898 1.053 1.531
H 1.129 0.503 1.602
H 2.398 2.266 -0.582
H 0.672 1.623 -0.581
C -2.076 -0.201 -0.490
N -3.301 0.084 -0.626
O -4.083 -0.877 -0.036
C -5.403 -0.471 0.298
H -1.699 -1.164 -0.092
H -1.359 0.520 -0.862
H -6.100 -0.919 -0.427
H -5.541 0.614 0.314
H -5.642 -0.873 1.311
```

Löwdin population analysis, charges in e, atoms 1 to 6: O 0.009; C -0.358; N 0.061; C -0.324; C -0.130; C -0.112

=====

DFT (ωB97M-V/def2-TZVPD) results for C6H12N2O4 in the gas phase at a distorted geometry.

Output
- relative energy (zero: lowest compared OMol25 entry of this formula, charge and spin) (kJ/mol) = 113.0
- lowest unoccupied orbital energy (eV) = 0.470
- structure (SMILES) = C[C@H](NC(=O)[C@@H](N)CO)C(=O)O
- E_HOMO (eV) = -9.6
- Kohn-Sham gap (Ha) = 0.3690

```
24
C6H12N2O4 | OMol25 | ωB97M-V/def2-TZVPD
C -2.657 -1.299 0.949
C -1.619 -0.585 0.075
N -0.256 -0.418 0.638
C 0.740 -0.705 -0.181
O 0.724 -1.414 -1.186
C 2.185 -0.206 0.238
N 3.334 -0.639 -0.622
C 2.332 1.389 0.198
O 1.042 2.061 0.315
C -2.157 0.718 -0.515
O -1.684 1.818 -0.322
O -3.287 0.517 -1.086
H -3.559 -1.519 0.388
H -2.207 -2.242 1.216
H -2.937 -0.732 1.881
H -1.491 -1.429 -0.753
H -0.098 0.515 1.060
H 2.511 -0.545 1.206
H 3.466 -1.632 -0.595
H 3.032 -0.572 -1.594
H 3.022 1.695 1.023
H 2.793 1.756 -0.746
H 0.491 2.010 -0.492
H -3.719 1.459 -1.093
```

Löwdin population analysis, charges in e, atoms 1 to 6: C -0.042; C -0.247; N 0.119; C -0.453; O 0.046; C -0.238

=====

DFT (ωB97M-V/def2-TZVPD) results for 2 unconnected molecules or ions with the total composition C6H12N2O8P at a distorted geometry.

Output
- total charge = -1
- lowest unoccupied orbital energy (eV) = 2.866
- E_HOMO (eV) = -4.6
- Kohn-Sham gap (Ha) = 0.2759

```
29
C6H12N2O8P | OMol25 | ωB97M-V/def2-TZVPD
C 2.876 -0.188 -0.129
C 1.592 -1.007 0.121
C 0.434 -0.046 -0.348
C -0.817 -0.691 0.366
C -1.234 -1.849 -0.585
O -2.610 -2.183 -0.604
O -3.062 -2.380 0.703
P -2.097 0.655 0.750
O -1.841 1.888 -0.297
O -1.690 1.196 2.288
C -0.211 -1.247 1.688
O -0.760 -1.626 2.690
N 1.236 -1.254 1.521
H 3.140 -0.248 -1.188
H 3.730 -0.497 0.486
H 2.652 0.863 0.085
H 1.589 -1.900 -0.511
H 0.462 0.955 0.087
H 0.441 -0.059 -1.437
H -0.956 -1.643 -1.621
H -0.644 -2.737 -0.286
H -3.057 -3.337 0.863
H -1.496 2.663 0.166
H -0.776 1.532 2.244
H 1.490 -0.367 1.972
N 0.404 3.380 -2.261
O -0.121 2.553 -1.464
O 1.640 3.551 -2.255
O -0.315 4.021 -3.045
```

Löwdin population analysis, charges in e, atoms 1 to 6: C -0.053; C -0.366; C -0.142; C -0.403; C -0.176; O -0.167

=====

DFT (ωB97M-V/def2-TZVPD) results for 2 unconnected molecules or ions with the total composition C6H12N2S at a distorted geometry.

Output
- relative energy (zero: lowest compared OMol25 entry of this formula, charge and spin) (kJ/mol) = 86.4
- lowest unoccupied orbital energy (eV) = 0.711
- structure (SMILES) = Cc1c[nH]cn1.CCS
- E_HOMO (eV) = -8.8
- Kohn-Sham gap (Ha) = 0.3510

```
21
C6H12N2S | OMol25 | ωB97M-V/def2-TZVPD
C 1.873 -0.281 -2.814
C 0.516 0.076 -2.312
C -0.555 -0.691 -2.054
N -1.569 0.163 -1.643
C -1.027 1.422 -1.602
N 0.202 1.436 -2.015
H 2.775 -0.109 -2.235
H 1.986 0.306 -3.728
H 1.809 -1.357 -2.988
H -0.757 -1.741 -2.177
H -2.495 -0.106 -1.390
H -1.414 2.265 -1.055
C -0.927 0.049 2.437
C -0.022 -0.687 3.409
S 1.432 0.409 3.833
H -0.440 0.835 1.860
H -1.875 0.473 2.780
H -1.316 -0.714 1.738
H -0.547 -0.709 4.362
H 0.530 -1.537 3.034
H 1.826 0.499 2.560
```

Löwdin population analysis, charges in e, atoms 1 to 6: C -0.052; C -0.348; C -0.084; N 0.043; C -0.224; N 0.090

=====

DFT (ωB97M-V/def2-TZVPD) results for a gas-phase ion, C6H12N3 (charge +1) at a distorted geometry.

Output
- relative energy (zero: lowest compared OMol25 entry of this formula, charge and spin) (kJ/mol) = 552.3
- total charge = +1
- lowest unoccupied orbital energy (eV) = -6.085
- E_HOMO (eV) = -13.7
- Kohn-Sham gap (Ha) = 0.2797

```
21
C6H12N3 | OMol25 | ωB97M-V/def2-TZVPD
C 0.410 1.594 -0.522
C 1.874 1.463 -0.040
C -0.266 -0.736 -0.891
C -0.265 0.416 -0.003
C -0.362 -2.156 -0.246
C -0.956 0.553 1.228
N 2.591 0.385 -0.525
N 3.467 -1.552 0.398
N 3.070 -0.532 0.074
H -0.046 2.516 -0.252
H 0.462 1.554 -1.629
H 2.275 2.450 -0.164
H 1.897 1.400 0.994
H 0.649 -0.728 -1.448
H -1.195 -0.610 -1.575
H 0.588 -2.684 -0.032
H -0.994 -2.772 -0.861
H -0.934 -2.164 0.760
H -0.805 1.456 1.831
H -0.558 -0.075 2.015
H -2.027 0.168 0.979
```

Löwdin population analysis, charges in e, atoms 1 to 6: C -0.092; C -0.174; C -0.157; C -0.180; C -0.057; C 0.011

=====

Which formula does entry 4 have? C6H12N2O2

=====

Look up the Kohn-Sham gap of the fourth one. 0.3891 Ha